2 unconnected molecules or ions with the total composition C24H46FN4O4Si, computed with the ωB97M-V functional and the def2-TZVPD basis.

Structure (XYZ):
```
80
Properties=species:S:1:pos:R:3
F -2.337 -4.404 -0.579
C 4.347 3.652 -0.749
H 5.007 3.816 0.097
C -1.021 3.535 5.532
H -0.760 -4.154 -4.126
C 5.904 1.697 -0.949
C -0.035 -2.272 -3.384
H 1.922 -7.138 -5.639
O -2.831 -2.574 -1.728
H 6.797 2.323 -0.955
H -3.835 -1.090 0.045
C 4.082 2.061 -2.534
H 2.073 -4.880 -5.946
C -0.089 1.588 -0.846
C -2.394 -0.314 1.455
H -2.821 0.639 1.753
H -4.500 -0.276 2.821
C -1.022 1.312 0.157
C 0.033 -3.794 -3.473
Si 0.238 3.845 4.188
C -2.167 -3.100 -0.906
H -3.341 -2.263 1.274
C -0.777 -1.060 -0.372
H -2.663 2.496 0.834
O -5.369 -2.055 2.561
H 1.379 1.594 4.299
H -1.170 2.478 5.755
H -1.305 -2.656 0.962
C -4.802 -0.905 1.985
H 1.703 -1.190 -2.686
C -5.976 -2.930 1.626
O -0.440 3.661 2.669
H 0.331 -1.868 -4.329
H 0.486 3.473 -0.456
H -1.202 3.404 0.548
H 2.024 -3.449 -4.233
H -2.063 2.432 3.072
N 0.434 0.562 -1.547
H 0.430 6.110 5.147
H 1.913 -4.834 -3.182
H 1.994 2.751 5.460
H -0.641 3.997 6.444
H -0.150 -4.209 -2.478
H 1.114 0.783 -2.265
H 1.978 5.554 4.511
N 4.759 2.441 -1.445
H -6.898 -3.309 2.057
C -3.585 -1.217 1.097
N 1.478 -6.622 -4.896
C -1.581 2.468 0.944
C 0.851 -1.703 -2.240
H 0.731 6.140 3.404
H -0.566 1.599 2.660
H 0.347 -5.050 -5.701
H -1.885 -0.688 2.347
C 1.649 2.641 4.430
C 0.132 -0.747 -1.347
C -1.180 2.477 2.431
H 4.483 1.147 -3.000
H -5.567 -0.369 1.415
C 0.906 5.583 4.323
H -0.165 -3.116 -0.276
C -1.051 -2.510 -0.086
H 3.322 3.557 -0.389
O 3.124 2.664 -3.006
C 1.398 -4.309 -3.986
N 0.323 2.838 -1.227
H -5.323 -3.776 1.396
C 1.317 -5.208 -5.228
H 5.724 1.353 0.071
H 6.082 0.833 -1.585
H -1.061 -1.927 -3.272
H -1.996 3.979 5.332
H 1.271 -2.524 -1.660
H -6.205 -2.422 0.687
H 2.013 -6.741 -4.050
C -1.375 -0.022 0.381
H 2.489 2.898 3.785
H 1.171 2.786 -1.785
H 4.392 4.511 -1.418
```

Summary:
- Total charge: +1
- E_HOMO: -11.009 eV
- Molar mass: 501.74 g mol⁻¹